No. 1
92
Properties=species:S:1:pos:R:3 method="wB97M-V/def2-TZVPD" e_lumo_ev=-3.648 total_charge=+1
C 5.951 4.830 -2.279
C 5.569 4.266 -3.644
O 5.338 4.978 -4.541
O 5.474 2.889 -3.830
C 4.143 2.426 -3.583
C 3.974 2.013 -2.100
C 2.484 1.773 -1.709
C 2.046 0.382 -2.275
C 0.527 0.277 -2.601
C -0.360 -0.230 -1.484
N -0.222 -1.461 -1.109
C 0.696 -2.497 -1.558
C 1.652 -3.081 -0.479
C 2.376 -2.052 0.409
N 3.719 -1.769 0.050
O 1.926 -1.525 1.378
C -1.280 -1.727 -0.105
O -0.867 -2.107 1.159
C -1.225 -3.434 1.521
C -0.978 -3.699 3.008
N 0.448 -3.763 3.342
C 0.744 -3.284 4.703
C 1.574 -1.980 4.626
C 2.286 -1.801 6.017
O 0.742 -0.856 4.398
C -2.415 -0.643 -0.263
C -3.273 -0.721 1.038
Cl -2.518 -0.006 2.511
C -4.781 -0.217 0.960
C -5.802 -1.368 1.202
Cl -5.181 0.976 2.298
C -3.298 -1.227 -1.386
F -3.978 -2.282 -0.988
F -4.084 -0.336 -1.942
F -2.568 -1.694 -2.441
C -1.468 0.548 -0.663
C -0.447 1.116 0.417
C -0.735 2.517 0.983
O -1.448 2.808 1.825
Br 0.369 3.980 0.205
C -1.902 1.628 -1.711
C -3.095 2.547 -1.373
N -3.694 2.399 -0.058
N -2.592 3.959 -1.440
N -4.199 2.467 -2.367
H 5.014 5.171 -1.808
H 6.604 5.699 -2.379
H 6.363 4.037 -1.644
H 3.370 3.128 -3.937
H 4.040 1.520 -4.201
H 4.351 2.826 -1.465
H 4.571 1.101 -1.944
H 2.452 1.751 -0.612
H 1.877 2.567 -2.161
H 2.446 -0.439 -1.676
H 2.557 0.313 -3.250
H 0.437 -0.470 -3.410
H 0.224 1.225 -3.050
H 1.300 -2.227 -2.427
H 0.062 -3.335 -1.899
H 2.442 -3.617 -1.031
H 1.197 -3.832 0.176
H 3.822 -1.947 -0.947
H 3.906 -0.787 0.244
H -1.696 -2.685 -0.493
H -2.295 -3.663 1.359
H -0.674 -4.221 0.972
H -1.571 -3.032 3.656
H -1.396 -4.714 3.169
H 0.953 -3.234 2.639
H 1.286 -4.063 5.255
H -0.159 -3.046 5.287
H 2.346 -2.125 3.852
H 2.628 -2.797 6.326
H 1.525 -1.428 6.712
H 3.124 -1.107 5.879
H 1.248 -0.190 3.915
H -3.347 -1.778 1.316
H -5.059 0.333 0.064
H -6.744 -0.977 1.590
H -5.362 -2.159 1.822
H -6.030 -1.829 0.227
H -0.279 0.379 1.219
H 0.547 1.215 -0.053
H -1.029 2.273 -1.879
H -2.117 1.118 -2.666
H -4.705 2.309 -0.108
H -3.551 3.267 0.456
H -3.386 4.590 -1.341
H -2.240 4.136 -2.381
H -3.809 2.519 -3.303
H -4.872 3.203 -2.193



No. 2
86
Properties=species:S:1:pos:R:3 method="wB97M-V/def2-TZVPD" e_lumo_ev=1.785 total_charge=-1
C 0.885 7.447 3.600
C 0.884 6.030 3.124
O -0.116 5.528 2.710
O 2.062 5.409 3.171
C 1.984 3.975 3.321
C 2.098 3.266 1.971
C 2.981 2.009 2.028
C 2.190 0.796 2.557
C 1.659 -0.222 1.519
C 0.130 -0.225 1.185
C -0.803 0.635 2.050
C -1.266 0.067 3.395
C -0.180 -0.422 4.367
S 0.358 0.834 5.578
C -0.290 -1.704 1.308
C -1.580 -1.826 0.466
C -2.927 -1.989 1.162
S -2.973 -3.383 2.251
O -1.930 -4.309 1.926
O -3.084 -2.931 3.610
O -1.540 -0.736 -0.385
C -0.221 -0.063 -0.358
C 0.663 -0.866 -1.333
C -0.047 -1.706 -2.391
C -0.872 -0.948 -3.413
O 1.027 -2.350 -3.096
C 0.857 -3.747 -3.226
C -0.290 -4.161 -4.121
C -1.412 -4.760 -3.541
C -2.503 -5.134 -4.333
C -2.442 -4.904 -5.704
C -1.318 -4.312 -6.284
C -0.229 -3.936 -5.500
C -0.616 1.321 -0.874
C 0.489 2.226 -1.461
N 0.132 3.599 -1.107
N 1.815 1.991 -0.891
N 0.491 2.151 -2.947
H -0.031 7.645 4.141
H 1.745 7.679 4.221
H 0.910 8.125 2.749
H 2.802 3.697 3.980
H 1.047 3.691 3.791
H 1.103 3.012 1.614
H 2.488 3.966 1.233
H 3.466 1.816 1.079
H 3.738 2.230 2.783
H 2.888 0.246 3.191
H 1.430 1.189 3.226
H 2.273 -0.132 0.629
H 1.891 -1.203 1.926
H -1.696 0.869 1.477
H -0.319 1.595 2.234
H -1.786 0.876 3.907
H -1.996 -0.731 3.306
H -0.624 -1.211 4.969
H 0.682 -0.871 3.891
H -0.473 0.524 6.579
H 0.390 -2.394 0.817
H -0.350 -2.118 2.313
H -1.444 -2.786 -0.047
H -3.268 -1.089 1.666
H -3.673 -2.183 0.387
H -4.156 -3.972 1.938
H 1.312 -1.557 -0.802
H 1.346 -0.224 -1.881
H -0.667 -2.500 -1.976
H -1.805 -0.586 -2.987
H -0.306 -0.118 -3.823
H -1.137 -1.584 -4.252
H 1.777 -4.131 -3.664
H 0.735 -4.232 -2.248
H -1.461 -4.912 -2.468
H -3.360 -5.578 -3.846
H -3.290 -5.184 -6.317
H -1.288 -4.124 -7.348
H 0.699 -3.436 -5.993
H -1.314 1.148 -1.687
H -1.150 1.907 -0.134
H -0.755 3.841 -1.527
H 0.857 4.245 -1.390
H 2.283 2.867 -0.701
H 2.418 1.492 -1.531
H 1.168 1.477 -3.290
H 0.796 3.053 -3.292
Cl 2.041 -2.986 -7.176



No. 3
93
Properties=species:S:1:pos:R:3 method="wB97M-V/def2-TZVPD" e_lumo_ev=-2.140 total_charge=+1
C 2.985 -3.207 2.391
C 2.698 -2.336 1.130
C 1.278 -1.754 1.133
F 1.024 -1.176 2.355
N 1.050 -0.774 0.070
C 1.672 0.492 -0.108
C 2.705 1.149 0.800
C 1.929 2.206 1.647
O 1.014 2.805 1.147
O 2.298 2.520 2.948
C 1.509 1.936 3.954
C 0.102 1.363 3.746
O 1.970 1.932 5.060
C 1.169 1.023 -1.234
N 0.215 0.144 -1.772
C 0.195 -0.874 -0.946
C -0.722 -2.093 -1.085
C -1.817 -1.942 0.050
C -2.408 -3.332 0.404
C -3.305 -3.382 1.655
F -4.611 -3.584 1.376
F -2.902 -4.476 2.383
C -3.207 -2.172 2.625
F -3.987 -2.468 3.691
F -1.981 -1.979 3.118
F -3.730 -1.050 2.115
H 4.045 -3.116 2.680
H 2.391 -2.921 3.270
H 2.823 -4.276 2.176
H 2.864 -2.979 0.248
H 3.461 -1.552 1.077
H 0.614 -2.622 1.000
H 3.171 0.438 1.490
H 3.458 1.672 0.194
H 0.105 0.316 4.079
H -0.555 1.902 4.450
H -0.330 1.506 2.748
H 1.415 1.990 -1.664
H -0.363 0.271 -2.604
H -0.126 -3.004 -0.905
H -1.174 -2.149 -2.085
H -1.325 -1.422 0.880
H -2.630 -1.354 -0.408
H -1.633 -4.114 0.459
H -3.050 -3.624 -0.449
C 5.394 -1.531 -0.564
O 4.579 -0.617 -0.513
N 6.056 -1.910 -1.663
C 7.012 -3.005 -1.649
C 5.813 -1.202 -2.910
H 5.652 -2.131 0.325
H 7.991 -2.634 -1.952
H 6.685 -3.778 -2.347
H 7.088 -3.435 -0.652
H 6.056 -0.146 -2.782
H 4.757 -1.283 -3.174
H 6.422 -1.623 -3.705
C -1.475 3.145 -3.289
O -1.576 1.930 -3.131
N -1.697 4.060 -2.345
C -1.561 5.489 -2.601
C -2.089 3.621 -1.015
H -1.184 3.581 -4.256
H -0.807 5.904 -1.937
H -2.518 5.978 -2.413
H -1.266 5.670 -3.633
H -1.312 2.974 -0.601
H -3.017 3.051 -1.079
H -2.231 4.479 -0.363
C 0.737 7.961 -3.268
O 0.065 8.035 -2.255
N 1.998 8.414 -3.393
C 2.742 8.294 -4.632
C 2.632 9.045 -2.246
H 0.350 7.502 -4.194
H 3.644 7.705 -4.458
H 3.022 9.288 -4.985
H 2.139 7.804 -5.395
H 2.665 8.339 -1.415
H 2.048 9.913 -1.939
H 3.642 9.357 -2.501
C -6.378 -7.053 1.583
O -6.489 -7.990 0.819
N -7.136 -6.854 2.683
C -6.950 -5.710 3.556
C -8.171 -7.823 3.002
H -5.623 -6.263 1.427
H -6.705 -6.061 4.560
H -7.875 -5.129 3.589
H -6.144 -5.075 3.193
H -7.719 -8.806 3.141
H -8.880 -7.882 2.175
H -8.693 -7.529 3.910



No. 4
92
Properties=species:S:1:pos:R:3 method="wB97M-V/def2-TZVPD" e_above_lowest_kj_mol=422.29 e_lumo_ev="-0.812 / -1.569" multiplicity=2 total_charge=0
Ru -1.087 -0.225 1.975
O -1.613 -0.767 4.098
N -0.638 -0.883 4.942
C -0.795 -0.439 6.200
C 0.222 -0.546 7.112
C 1.423 -1.152 6.734
C 1.580 -1.580 5.435
C 0.543 -1.431 4.519
S 0.661 -1.869 2.868
H -1.759 0.006 6.399
H 0.093 -0.159 8.109
H 2.219 -1.281 7.450
H 2.499 -2.033 5.099
C -3.029 -0.433 -2.925
N -3.081 -1.749 -2.310
C -4.460 -2.049 -1.964
N -5.076 -1.046 -1.114
C -4.976 0.241 -1.777
N -3.609 0.611 -2.097
C -2.826 0.856 -0.907
P -2.666 -0.640 0.216
C -2.220 -1.834 -1.149
C -4.498 -1.016 0.211
H -3.597 -0.472 -3.860
H -1.989 -0.182 -3.142
H -4.500 -3.019 -1.462
H -5.040 -2.102 -2.890
H -5.422 1.011 -1.144
H -5.536 0.178 -2.717
H -3.309 1.662 -0.339
H -1.834 1.212 -1.220
H -2.262 -2.858 -0.754
H -1.183 -1.637 -1.451
H -5.009 -0.256 0.812
H -4.650 -1.986 0.698
C 4.307 0.971 -3.973
Si 3.157 1.616 -2.580
C 4.110 2.969 -1.615
C 1.608 2.398 -3.386
Si 2.680 -0.239 -1.138
Te 0.664 0.312 0.306
Si 4.627 -0.855 0.164
C 6.121 -0.981 -1.021
C 4.422 -2.581 0.970
C 5.119 0.401 1.522
Si 1.951 -2.229 -2.345
C 1.199 -3.517 -1.135
C 3.433 -3.071 -3.213
C 0.680 -1.818 -3.732
H 4.639 1.779 -4.617
H 3.803 0.238 -4.593
H 5.188 0.498 -3.556
H 4.291 3.860 -2.209
H 5.073 2.596 -1.280
H 3.541 3.264 -0.739
H 1.844 3.310 -3.928
H 0.879 2.647 -2.621
H 1.139 1.715 -4.087
H 5.896 -1.608 -1.873
H 6.974 -1.410 -0.508
H 6.417 -0.009 -1.393
H 4.439 -3.365 0.220
H 3.479 -2.650 1.503
H 5.220 -2.791 1.678
H 5.360 1.366 1.090
H 5.985 0.069 2.087
H 4.302 0.550 2.220
H 1.978 -4.145 -0.713
H 0.472 -4.169 -1.614
H 0.701 -3.023 -0.301
H 4.061 -3.594 -2.503
H 4.051 -2.346 -3.729
H 3.087 -3.796 -3.943
H -0.342 -2.048 -3.441
H 0.887 -2.390 -4.631
H 0.726 -0.766 -3.996
O -2.945 1.631 4.617
S -3.018 1.468 3.199
O -3.545 0.232 2.656
N -1.567 1.830 2.454
C -1.728 2.825 1.577
S -0.497 3.341 0.559
C -3.070 3.381 1.507
C -3.555 4.365 0.645
C -4.899 4.688 0.703
C -5.764 4.037 1.576
C -5.286 3.047 2.431
C -3.946 2.761 2.397
H -2.891 4.845 -0.056
H -5.277 5.451 0.040
H -6.812 4.294 1.594
H -5.945 2.515 3.102



No. 5
92
Properties=species:S:1:pos:R:3 method="wB97M-V/def2-TZVPD" e_above_lowest_kj_mol=0.00 e_lumo_ev="-0.386 / -1.481" multiplicity=2 total_charge=0
Ru 0.167 0.604 0.186
O -0.147 0.554 -1.884
N -1.410 0.217 -2.205
C -1.588 -0.306 -3.433
C -2.835 -0.616 -3.898
C -3.932 -0.371 -3.064
C -3.724 0.152 -1.814
C -2.431 0.443 -1.349
S -2.119 1.051 0.233
H -0.669 -0.445 -3.983
H -2.949 -1.040 -4.884
H -4.935 -0.602 -3.396
H -4.545 0.338 -1.136
C 2.259 5.180 -1.266
N 0.922 4.903 -1.786
C -0.054 5.658 -1.004
N 0.009 5.402 0.438
C 1.376 5.668 0.888
N 2.398 4.919 0.166
C 2.324 3.488 0.459
P 0.702 2.783 -0.073
C 0.630 3.466 -1.783
C -0.387 4.025 0.737
H 2.480 6.235 -1.439
H 2.986 4.573 -1.808
H -1.059 5.426 -1.362
H 0.135 6.722 -1.163
H 1.449 5.439 1.954
H 1.573 6.733 0.747
H 2.433 3.329 1.535
H 3.136 2.959 -0.044
H -0.377 3.296 -2.170
H 1.331 2.929 -2.424
H -0.351 3.850 1.817
H -1.416 3.853 0.412
C -0.553 1.168 7.848
Si 0.458 1.247 6.262
C 1.480 2.824 6.259
C 1.626 -0.223 6.245
Si -0.959 1.212 4.372
Te 0.880 0.839 2.641
Si -2.176 3.234 4.297
C -3.077 3.331 5.947
C -3.471 3.293 2.944
C -1.054 4.748 4.160
Si -2.314 -0.714 4.445
C -3.189 -1.009 2.817
C -3.592 -0.535 5.815
C -1.232 -2.202 4.813
H 0.081 1.342 8.722
H -1.011 0.183 7.962
H -1.349 1.912 7.859
H 2.266 2.757 7.016
H 0.868 3.697 6.488
H 1.961 2.983 5.291
H 2.392 -0.091 7.015
H 2.134 -0.326 5.285
H 1.099 -1.154 6.452
H -3.582 2.398 6.197
H -3.833 4.120 5.898
H -2.396 3.579 6.762
H -4.310 2.635 3.183
H -3.084 2.997 1.969
H -3.856 4.313 2.861
H -0.003 4.507 4.320
H -1.344 5.485 4.913
H -1.146 5.226 3.180
H -3.959 -0.257 2.633
H -3.665 -1.994 2.825
H -2.490 -0.974 1.986
H -4.429 0.088 5.492
H -3.169 -0.090 6.717
H -3.991 -1.517 6.081
H -0.421 -2.294 4.087
H -1.832 -3.114 4.767
H -0.791 -2.141 5.809
O 4.550 -0.091 -0.452
S 3.338 0.022 -1.205
O 3.057 1.270 -1.862
N 2.029 -0.419 -0.282
C 1.418 -1.491 -0.767
S -0.067 -1.933 -0.093
C 2.064 -2.084 -1.958
C 1.684 -3.194 -2.690
C 2.453 -3.543 -3.792
C 3.575 -2.798 -4.149
C 3.954 -1.679 -3.415
C 3.174 -1.343 -2.330
H 0.810 -3.763 -2.398
H 2.182 -4.408 -4.383
H 4.158 -3.092 -5.012
H 4.822 -1.093 -3.688